A cluster of 2 separate species, C9H15OPS in total. Source: the Open Molecules 2025 dataset; level of theory: ωB97M-V/def2-TZVPD.

⟨S²⟩: 2.007
2S+1: 3
Gap between HOMO and LUMO (spin up / spin down): 5.7 / 5.0 eV
HOMO energy (spin up / spin down): -5.11 / -8.68 eV
E_LUMO (spin up / spin down): 0.639 / -3.697 eV

Last column: Mulliken charge in e.
Positions of all 27 atoms, in Å:
C -2.77061 1.00390 0.47084  -0.362
C -1.41708 0.79080 0.71381  0.005
C -3.38820 -0.08626 -0.00115  0.294
C -0.95102 -0.45534 0.44297  -0.156
C -4.78165 -0.21057 -0.48447  -1.375
C 3.20049 -1.11467 -0.06084  -1.672
C 1.89185 0.40800 -1.50395  -1.994
C 2.34750 1.24332 0.79341  -1.706
C 2.07237 -0.06469 -0.05263  1.626
O 0.60405 -2.47904 -0.01929  -0.722
P 0.63919 -1.18614 0.58757  0.378
S -2.29248 -1.40109 -0.10969  -0.047
H -3.22469 2.07731 0.60364  0.289
H -0.71640 1.58429 1.00261  0.281
H -5.00088 -1.22656 -0.75009  0.417
H -5.48952 -0.04181 0.27346  0.352
H -4.85464 0.31157 -1.32714  0.380
H 2.94778 -1.81886 0.68374  0.472
H 3.33077 -1.60089 -0.98541  0.391
H 4.28269 -0.68118 0.08833  0.310
H 1.10980 1.06485 -1.59917  0.487
H 1.84742 -0.35870 -2.18441  0.520
H 2.79406 0.89801 -1.83152  0.482
H 1.46732 1.89084 0.48313  0.263
H 2.22351 1.05633 1.84271  0.389
H 3.15221 1.69751 0.48245  0.619
H 0.97616 -1.30091 2.44108  0.080

=====

A structure of composition C4H9NO. Source: the Open Molecules 2025 dataset; level of theory: ωB97M-V/def2-TZVPD.

Gap between HOMO and LUMO: 10.6 eV
HOMO energy: -9.62 eV
E_LUMO: 0.958 eV

Last column: Mulliken charge in e.
Positions of all 15 atoms, in Å:
C -2.13478 0.47283 0.15515  -0.993
C -1.32725 -0.50553 -0.69605  -0.410
N 0.09475 -0.13137 -0.67775  -0.404
C 0.78166 -0.61430 0.31891  0.368
O 0.74034 -1.33150 1.26959  -0.553
C 2.39553 0.28949 0.21820  -1.042
H -3.21422 0.28590 0.09596  0.338
H -1.94093 1.49903 -0.18067  0.272
H -1.82427 0.39485 1.20342  0.279
H -1.40542 -1.53243 -0.30761  0.314
H -1.68965 -0.51107 -1.72947  0.320
H 1.32077 0.44034 -0.50725  0.535
H 2.72680 0.95010 -0.60198  0.350
H 3.10282 -0.54444 0.27803  0.340
H 2.37384 0.83809 1.16151  0.285

=====

A cluster of 2 separate species, CH4F2N2 in total. Source: the Open Molecules 2025 dataset; level of theory: ωB97M-V/def2-TZVPD.

Gap between HOMO and LUMO (spin up / spin down): 11.2 / 11.2 eV
HOMO energy (spin up / spin down): -10.53 / -10.53 eV
E_LUMO (spin up / spin down): 0.652 / 0.652 eV

Last column: Mulliken charge in e.
Positions of all 9 atoms, in Å:
C -0.13663 0.22164 -0.02521  0.754
N 0.52284 0.24234 1.17970  -0.591
N 0.46200 0.19035 -1.18837  -0.454
F -1.19612 1.11112 -0.07268  -0.231
F -1.24769 -1.37494 0.14627  -0.636
H 0.83976 -0.62543 1.51447  0.304
H -0.22326 0.41968 1.83415  0.265
H -0.00017 0.59866 -2.07193  0.290
H 0.97927 -0.78341 -1.31640  0.299

=====

A cluster of 10 separate species, C38H76Cl2O27 in total. Source: the Open Molecules 2025 dataset; level of theory: ωB97M-V/def2-TZVPD.

Gap between HOMO and LUMO: 10.7 eV
HOMO energy: -10.17 eV
SMILES string: CCOC(=O)OC.CCOC(=O)OC.CCOC(=O)OC.CCOC(=O)OC.CCOC(=O)OC.CCOC(=O)OC.CCOC(=O)OC.CCOC(=O)OC.CCOC(=O)OC.ClCCCl
E_LUMO: 0.537 eV

Last column: Mulliken charge in e.
Positions of all 143 atoms, in Å:
Cl 10.30473 17.37318 13.93603  -0.193
C 10.13960 15.82783 14.83221  0.854
C 8.95464 14.98254 14.37666  -0.436
Cl 9.55624 13.52483 13.46219  -0.201
H 10.04194 16.10982 15.89992  0.033
H 11.08639 15.30819 14.79433  -0.700
H 8.35656 15.58052 13.69905  0.515
H 8.34842 14.62337 15.26806  0.277
C 13.47036 11.04076 16.77112  -0.807
C 12.63097 11.54950 15.54450  0.782
O 11.28638 11.08022 15.72784  -0.457
C 10.38059 11.89376 16.18367  0.760
O 10.61651 12.93186 16.71384  -0.517
O 9.14250 11.36341 16.16762  -0.372
C 8.72449 10.42157 15.17614  -0.540
H 12.92528 11.33990 17.65326  0.373
H 14.46533 11.51315 16.86698  -0.213
H 13.57584 9.93236 16.83005  0.427
H 12.95632 11.15140 14.57581  0.195
H 12.60530 12.65621 15.48347  -0.352
H 7.66073 10.48948 15.16276  0.255
H 9.12127 9.46964 15.44298  0.287
H 9.04148 10.71536 14.13965  0.180
C 23.99351 16.33425 15.27414  -1.307
C 22.76735 16.98887 15.87329  0.082
O 22.67915 16.42095 17.19788  -0.271
C 21.61807 16.86676 17.92980  0.845
O 20.84437 17.69702 17.52695  -0.584
O 21.55748 16.34870 19.19322  -0.205
C 22.40536 15.19871 19.38196  -0.814
H 24.12088 15.28282 15.49668  0.319
H 24.88959 16.89268 15.50241  0.326
H 23.80453 16.45640 14.23219  0.410
H 21.88110 16.74245 15.33177  -0.017
H 22.72092 18.07020 15.88224  0.406
H 23.43705 15.50950 19.33997  0.336
H 22.13554 14.43774 18.69382  0.309
H 22.27126 14.84832 20.39116  0.273
C 12.72978 15.68294 9.53744  -1.024
C 12.27524 16.23152 10.85745  -0.358
O 13.31564 16.06051 11.91036  0.231
C 14.32429 16.94172 11.82685  0.262
O 14.43911 17.93597 11.20452  -0.538
O 15.26765 16.49892 12.69966  0.023
C 16.52250 17.17435 12.79792  -0.488
H 13.58291 16.30774 9.19081  0.284
H 11.95021 15.66867 8.79433  0.438
H 13.05088 14.67323 9.69574  0.143
H 11.35700 15.79419 11.24310  0.268
H 12.15112 17.28535 10.86166  0.389
H 17.17122 16.72356 13.52865  -0.168
H 16.29835 18.19738 13.18054  0.290
H 17.03231 17.17596 11.82497  0.346
C 13.88398 18.87672 19.76171  -1.292
C 12.96976 18.04930 18.89242  1.016
O 11.56825 18.52174 19.21633  -0.381
C 10.59089 18.15542 18.43393  0.518
O 10.75218 17.56505 17.35777  -0.205
O 9.41396 18.54874 18.88216  -0.433
C 8.36981 18.44001 17.91428  -0.618
H 13.39068 19.87310 19.84833  0.371
H 14.93881 18.90922 19.43664  0.139
H 13.84655 18.44438 20.78688  0.358
H 13.03843 16.93261 19.04132  0.266
H 13.07629 18.31474 17.81484  -0.440
H 8.14865 17.38655 17.72664  0.281
H 8.61911 18.98000 17.01250  0.276
H 7.56050 18.94340 18.44900  0.222
C 18.87118 15.58158 21.42046  -0.706
C 17.58141 15.67057 22.06943  -0.251
O 17.56868 16.06247 23.45432  -0.342
C 16.64645 16.90542 23.92736  0.758
O 15.86586 17.53857 23.26315  -0.555
O 16.80845 16.94603 25.28863  -0.349
C 15.81377 17.81226 25.91844  -0.625
H 19.62324 15.08017 21.99423  0.490
H 19.27821 16.60262 21.15641  0.277
H 18.67662 15.16438 20.37198  0.039
H 17.01838 14.79563 22.08782  0.393
H 16.88672 16.30638 21.54180  0.149
H 15.66856 18.71304 25.29742  0.309
H 16.23257 17.98237 26.91548  0.224
H 14.83910 17.37616 26.12537  0.278
C 9.69579 23.18001 17.62557  -0.881
C 11.17482 23.27932 16.98255  -0.194
O 11.26252 22.46009 15.80038  -0.401
C 11.90880 21.31507 16.02686  0.738
O 12.37306 20.86818 17.07089  -0.580
O 11.88502 20.63221 14.84408  -0.334
C 12.71338 19.49825 14.90058  0.075
H 9.61153 23.87031 18.46960  0.363
H 9.57222 22.16465 18.06450  0.137
H 8.92892 23.27975 16.83340  0.296
H 11.91233 22.95027 17.76813  0.273
H 11.39696 24.31751 16.60183  0.311
H 13.81896 19.75762 14.97312  0.241
H 12.65723 18.80237 14.05628  0.135
H 12.44862 18.91477 15.71715  -0.312
C 15.90573 12.95755 13.85646  -0.273
C 15.19864 13.10536 12.53558  0.195
O 14.32736 12.00113 12.33868  -0.282
C 13.58263 11.92113 11.21999  0.728
O 13.73513 12.69130 10.29575  -0.684
O 12.65725 10.91274 11.37772  -0.266
C 11.87288 10.67901 10.16453  -0.756
H 16.41468 11.99413 14.02444  0.500
H 15.22191 13.17250 14.76777  -0.463
H 16.77710 13.60767 13.89630  0.340
H 15.88740 13.15010 11.68862  0.397
H 14.54187 13.98818 12.35619  -0.401
H 11.39479 9.71555 10.28348  0.278
H 12.47918 10.61905 9.23717  0.315
H 11.13372 11.41679 9.96912  0.307
C 13.72472 15.77932 15.52717  -0.328
C 14.12480 14.96164 16.70261  1.063
O 14.69836 15.77259 17.74507  -0.490
C 15.91504 16.26768 17.51585  0.373
O 16.54678 16.05845 16.57404  -0.404
O 16.35022 16.89107 18.60336  -0.071
C 17.58903 17.46382 18.43443  -0.781
H 14.60385 16.08644 15.01255  0.019
H 13.18582 16.69903 15.78894  -0.400
H 13.21695 15.32408 14.72201  0.204
H 14.95745 14.30637 16.34641  -0.259
H 13.37105 14.31490 17.18972  0.172
H 17.73791 17.65481 17.37663  0.466
H 18.44399 16.87199 18.83133  -0.218
H 17.52376 18.35273 19.03440  0.439
C 16.18409 12.95150 19.05610  0.295
C 17.01463 12.10784 18.13586  -0.742
O 17.32891 12.83653 16.91230  -0.258
C 18.36255 13.71564 16.95822  0.812
O 19.01190 13.97104 17.92075  -0.607
O 18.60225 14.19318 15.74306  -0.286
C 19.55574 15.22397 15.76356  -1.057
H 16.68874 13.88766 19.29654  -0.504
H 15.93345 12.51730 19.99275  0.722
H 15.25953 13.26374 18.52122  -0.337
H 16.45508 11.22458 17.76166  0.391
H 17.91536 11.59603 18.53250  0.404
H 20.46478 14.95236 16.34485  0.361
H 19.08578 16.17064 16.13725  0.296
H 19.96284 15.31376 14.78728  0.406

=====

The evaluated energy relative to the best compared isomer or geometry (same formula, charge and spin) for the records listed, in turn: 31.88 92.62 40.42 36.39 kcal/mol.